Entry 1:
Here is the ion C4H12NO with charge +2 from OMol25. Energies are from ωB97M-V/def2-TZVPD.

The geometry in XYZ format:
```
18
Properties=species:S:1:pos:R:3:mulliken_charge:R:1
O -1.46 -1.47 -1.19 -0.026
C -0.87 -0.86 0.02 -0.510
C 0.20 0.29 -0.28 0.003
N 0.83 0.57 0.97 -0.070
C -0.03 1.56 1.61 -0.816
C 1.29 -0.07 -1.34 -1.365
H -1.43 -2.38 -0.94 0.446
H -0.39 -1.75 0.70 0.511
H -1.69 -0.41 0.57 0.342
H -0.31 1.08 -0.67 0.297
H 1.02 -0.20 1.67 0.437
H 1.75 0.96 0.77 0.399
H -1.01 1.23 1.60 0.318
H -0.11 2.56 1.02 0.361
H 0.14 1.74 2.68 0.393
H 0.65 -0.25 -2.20 0.420
H 1.96 0.74 -1.34 0.478
H 1.77 -1.07 -1.22 0.381
```

LUMO level (spin up / spin down) in Ha: -0.2858 / -0.5486
Orbital gap (spin up / spin down) in eV: 14.072 / 6.889
HOMO level (spin up / spin down) in eV: -21.8 / -21.8
Charge: +2
Spin multiplicity: 2

=====

Entry 2:
Here is a cluster of 2 separate species, C4H12NO in total from OMol25. Energies are from ωB97M-V/def2-TZVPD.

The geometry in XYZ format:
```
18
Properties=species:S:1:pos:R:3:mulliken_charge:R:1
C 1.35 -0.12 -0.57 -0.569
N 0.60 -0.15 0.78 -0.038
C -0.35 -1.24 0.67 -0.663
C -1.01 -1.13 -0.72 -0.342
C 0.18 -0.59 -1.52 -0.304
H 1.66 0.85 -0.69 0.369
H 2.15 -0.86 -0.44 0.379
H 0.09 0.74 0.94 0.239
H 1.32 -0.36 1.56 0.424
H -1.17 -1.46 1.35 0.432
H 0.06 -2.15 0.75 0.525
H -1.39 -2.07 -0.92 0.385
H -2.00 -0.65 -0.76 0.408
H -0.05 0.13 -2.27 0.407
H 0.54 -1.46 -2.22 0.368
H -1.19 2.68 0.31 0.306
H -0.60 3.38 1.57 0.321
O -0.58 2.59 1.02 -0.648
```

LUMO level (spin up / spin down) in Ha: -0.2759 / -0.5776
Orbital gap (spin up / spin down) in eV: 12.023 / 3.811
HOMO level (spin up / spin down) in eV: -19.5 / -19.5
Charge: +2
Spin multiplicity: 2

=====

Here are the calculated electronic energy numbers, same order: -7857.05255 -7857.25328 (eV).